A cluster of 2 separate species, C7H11O4 in total at a distorted geometry, computed with wB97M-V/def2-TZVPD.

Results
Net charge: +1
Spin multiplicity: 1
Highest occupied orbital energy, eV: -14.7
Orbital gap, eV: 10.0
LUMO, eV: -4.70
ΔE to the lowest compared entry with this formula, charge and spin, kJ/mol: 203.56

Geometry (Å):
H -3.7609 1.8459 -0.1572
C 1.5628 1.0327 0.1340
C -3.5791 0.8416 -0.0109
O -2.3709 0.4025 -0.6484
C -0.1380 -0.3146 -0.3798
H 3.0554 1.9611 1.1842
H -4.5227 0.3019 -0.5264
O 0.4565 0.9866 -0.5087
H 2.1609 -2.8484 0.0554
C -1.4867 -0.0734 0.2318
H 1.9198 2.9985 0.0343
H -0.3313 -0.8647 -1.8062
C 2.4652 2.1203 0.3232
H 3.3710 2.0855 -0.2770
H -3.6314 0.4209 0.9493
O 2.0050 -0.1645 0.4894
H 0.2687 -3.1482 -0.3414
H 1.4595 -2.1735 -1.5327
C 0.9624 -1.1333 0.3593
C 1.2199 -2.4494 -0.4197
O -1.6976 -0.2834 1.3986
H 0.6114 -1.5440 1.4490